Record 1
{
  "formula": "C5H14BNO4S",
  "method": "ωB97M-V with the def2-TZVPD basis set",
  "symbols": ["B", "C", "C", "C", "C", "C", "N", "O", "O", "O", "O", "S", "H", "H", "H", "H", "H", "H", "H", "H", "H", "H", "H", "H", "H", "H"],
  "xyz": [[0.738, 0.719, -1.222], [-0.767, 3.639, 0.176], [-0.543, -3.523, -0.788], [2.214, 0.389, 1.604], [-0.983, 2.216, -0.335], [0.496, -2.716, -0.035], [0.093, -2.051, 0.929], [1.976, 0.222, -1.168], [4.051, -0.670, -0.059], [-0.025, 0.296, -2.262], [0.332, 1.649, -0.297], [3.154, 0.515, -0.059], [-0.047, 4.042, -0.461], [-1.795, 4.088, 0.124], [-0.650, 3.689, 1.267], [0.042, -4.437, -1.290], [-0.928, -2.975, -1.546], [-1.332, -4.012, -0.199], [1.978, -0.642, 1.724], [2.976, 0.860, 2.187], [1.374, 0.857, 1.363], [-1.365, 2.194, -1.269], [-1.396, 1.507, 0.433], [1.421, -2.453, -0.306], [-0.892, -2.099, 1.250], [0.488, -0.357, -2.875]],
  "homo_ev": -8.840,
  "charge": 0,
  "energy_ev": -26604.1456
}

---

Record 2
{
  "formula": "C5H14Cl2Si2",
  "method": "ωB97M-V with the def2-TZVPD basis set",
  "symbols": ["C", "C", "C", "C", "C", "Si", "Si", "Cl", "Cl", "H", "H", "H", "H", "H", "H", "H", "H", "H", "H", "H", "H", "H", "H"],
  "xyz": [[0.219, 1.618, -1.639], [-2.458, -0.718, -0.631], [-0.134, -2.106, 0.876], [-0.858, 0.942, 1.526], [0.509, 0.174, -1.155], [2.841, 0.477, 0.261], [-0.726, -0.540, 0.095], [4.176, 1.272, -1.023], [3.419, -1.342, 0.994], [-0.207, 2.089, -0.750], [-0.569, 1.630, -2.438], [1.120, 1.939, -2.109], [-3.151, 0.159, -0.367], [-2.211, -0.945, -1.693], [-2.909, -1.600, -0.205], [-0.678, -3.000, 0.426], [0.953, -2.227, 0.888], [-0.233, -2.163, 2.000], [-0.075, 1.577, 1.415], [-1.839, 1.316, 1.812], [-0.589, 0.404, 2.545], [0.977, -0.352, -2.075], [2.424, 1.397, 1.246]],
  "homo_ev": -8.172,
  "charge": 0,
  "energy_ev": -46212.4808
}

---

Record 3
{
  "formula": "C5H14Cl4N3O7Sn",
  "method": "ωB97M-V with the def2-TZVPD basis set",
  "symbols": ["Sn", "O", "H", "C", "N", "O", "O", "H", "H", "H", "C", "N", "O", "O", "H", "H", "H", "C", "N", "O", "O", "H", "H", "H", "C", "Cl", "Cl", "H", "H", "C", "Cl", "Cl", "H", "H"],
  "xyz": [[-6.005, 16.169, 15.914], [-8.066, 17.091, 14.094], [-8.915, 17.521, 13.868], [-10.586, 14.394, 14.226], [-9.241, 13.802, 14.117], [-8.423, 14.155, 14.935], [-9.085, 13.020, 13.139], [-10.363, 15.460, 14.205], [-11.043, 14.079, 15.164], [-11.184, 14.226, 13.329], [-6.054, 15.592, 11.381], [-5.058, 14.752, 12.037], [-3.908, 14.670, 11.567], [-5.419, 14.183, 13.032], [-6.257, 15.309, 10.348], [-5.585, 16.565, 11.235], [-6.965, 15.727, 11.963], [-7.498, 20.078, 13.525], [-6.734, 19.646, 14.697], [-7.041, 19.992, 15.844], [-5.778, 18.893, 14.487], [-7.692, 21.145, 13.634], [-8.467, 19.579, 13.514], [-7.053, 19.813, 12.566], [-9.376, 17.252, 11.160], [-10.655, 18.359, 11.620], [-9.379, 16.902, 9.438], [-8.440, 17.777, 11.347], [-9.492, 16.387, 11.813], [-10.242, 18.904, 15.867], [-10.563, 20.470, 16.628], [-11.414, 17.665, 16.293], [-10.339, 19.131, 14.805], [-9.283, 18.495, 16.184]],
  "homo_ev": -13.299,
  "charge": 1,
  "energy_ev": -80116.4267
}